{"formula": "C20H27BaBrNO2P", "method": "ωB97M-V with the def2-TZVPD basis set", "elements": ["C", "C", "C", "C", "C", "C", "C", "C", "N", "Ba", "C", "P", "H", "H", "H", "H", "H", "H", "H", "H", "C", "C", "H", "C", "C", "H", "H", "H", "H", "H", "H", "H", "H", "H", "H", "H", "H", "H", "H", "Br", "C", "C", "C", "C", "C", "C", "C", "O", "O", "H", "H", "H", "H"], "positions_angstrom": [[0.850320, 2.374162, -3.615578], [1.139225, 2.584396, -2.274225], [0.552475, 1.796193, -1.255813], [-0.263954, 0.728083, -1.638848], [-0.561121, 0.515982, -2.980863], [-0.015002, 1.349816, -3.980609], [0.946920, 2.252331, 0.176462], [-0.035143, 2.423282, 1.363433], [-1.438855, 2.065302, 0.993550], [-0.893307, -0.218511, 1.064292], [-1.513322, -0.603467, -3.365786], [-2.113321, -1.224573, -1.741453], [1.814570, 3.394592, -1.983324], [-0.277618, 1.187574, -5.023798], [1.315567, 3.008451, -4.365250], [-1.026003, -1.435577, -3.903941], [-2.355007, -0.280421, -4.005390], [1.785922, 1.621406, 0.521006], [1.381539, 3.256354, 0.102404], [0.342641, 1.739830, 2.176026], [-2.643350, -2.915776, -2.137222], [-3.688105, -0.291103, -1.669386], [-0.044121, 3.459136, 1.777422], [-1.857099, 3.014512, -0.085507], [-2.375475, 2.241819, 2.183343], [-0.993587, -2.876820, 1.814399], [-2.701910, 3.640532, 0.215189], [-1.027088, 3.713386, -0.245026], [-2.132896, 2.464895, -1.001137], [-3.009202, 3.113639, 1.986402], [-3.095008, 1.403641, 2.303015], [-1.813288, 2.505805, 3.091212], [-4.280819, -0.488729, -2.570051], [-4.240174, -0.619668, -0.780261], [-3.511107, 0.788390, -1.584442], [-3.309445, -2.949107, -3.008505], [-1.748325, -3.525157, -2.324160], [-3.157249, -3.322100, -1.254987], [-1.342113, -2.377203, 2.421210], [3.385441, -1.015596, -0.190089], [3.501567, -2.145827, 1.351069], [3.815028, -3.505782, 1.247687], [3.933669, -4.265814, 2.424062], [3.728473, -3.675475, 3.677184], [3.384549, -2.318348, 3.758752], [3.220542, -1.566472, 2.593180], [2.590527, -0.197351, 2.611619], [1.318579, -0.242288, 2.368669], [3.294415, 0.792652, 2.823838], [3.939365, -3.956091, 0.264755], [4.185763, -5.321150, 2.356039], [3.818770, -4.267219, 4.597737], [3.217147, -1.830536, 4.721693]], "forces_ev_per_angstrom": [[0.061, -0.182, -0.039], [-0.089, 0.040, 0.723], [0.604, 1.086, -1.181], [-0.558, -0.200, 1.984], [0.623, 0.901, -1.070], [-0.239, -0.315, 0.425], [0.680, 0.186, -0.061], [-0.134, -0.432, 0.686], [-1.543, 3.650, 0.782], [1.488, -2.530, -1.095], [0.310, -0.353, 0.308], [0.309, -0.147, 0.357], [-0.144, -0.140, -0.220], [0.078, 0.065, 0.047], [-0.117, -0.082, 0.039], [0.044, 0.316, 0.180], [0.278, -0.011, 0.293], [-0.349, 0.113, 0.035], [0.143, -0.313, -0.385], [-0.463, 0.736, -0.398], [-0.603, -0.277, -0.292], [-0.338, -0.146, 0.195], [0.191, -0.636, -0.336], [-0.136, -0.007, -0.273], [0.331, 0.581, -0.653], [-1.291, 1.538, 2.211], [-0.007, -0.243, 0.063], [-0.299, -0.294, -0.514], [0.413, 0.415, 0.328], [0.079, -0.247, 0.161], [0.636, 0.112, 0.145], [-0.187, -0.636, -0.114], [-0.060, 0.109, 0.198], [-0.152, 0.101, -0.195], [0.079, -0.264, -0.077], [0.063, -0.264, 0.104], [-0.256, 0.149, 0.016], [0.054, -0.043, -0.295], [1.178, -2.190, -1.908], [-0.061, -0.500, 0.049], [-0.128, -0.438, 0.469], [0.029, 0.362, 0.326], [-0.181, 0.380, -0.062], [0.072, 0.272, -0.090], [-0.019, -0.313, -0.266], [0.008, -0.454, -0.274], [0.200, 0.739, 0.216], [0.228, 0.117, 0.105], [-0.892, -0.574, -0.117], [0.127, 0.072, 0.250], [-0.067, 0.170, -0.017], [0.026, 0.251, -0.490], [-0.019, -0.230, -0.272]], "mulliken_charge": [-0.785, -0.894, 0.363, 1.221, -0.345, -0.715, -0.655, -1.358, 0.157, 1.740, -1.216, 0.485, 0.331, 0.409, 0.359, 0.447, 0.407, 0.188, 0.260, 0.540, -1.266, -1.191, 0.574, -1.181, -0.982, 0.201, 0.519, 0.355, 0.098, 0.334, 0.314, 0.330, 0.424, 0.363, 0.307, 0.368, 0.335, 0.341, -0.110, -0.133, 0.192, -0.570, -0.426, -0.534, -0.350, 0.529, -0.119, -0.524, -0.661, 0.391, 0.365, 0.352, 0.414], "homo_lumo_gap_ev": 6.10, "de_lowest_kj_mol": 101.5}